Entry 1:
Formula: C5H10O
Source: OMol25
Level of theory: the ωB97M-V functional and the def2-TZVPD basis

```
! RIJCOSX wB97M-V def2-TZVPD def2/J DEFGRID3
* xyz 0 1
C -1.599 -0.581 0.137
C -0.087 -0.823 0.090
C 0.637 -0.363 -1.205
C 1.017 0.962 -0.506
C 0.736 0.266 0.841
O 0.155 0.978 1.899
H -1.880 -0.096 1.080
H -1.954 0.048 -0.688
H -2.160 -1.519 0.101
H 0.131 -1.850 0.401
H 1.522 -0.974 -1.417
H 0.036 -0.294 -2.118
H 2.021 1.368 -0.667
H 0.284 1.753 -0.706
H 1.652 -0.169 1.250
H -0.655 1.384 1.568
*
```

Computed properties:
- maximum force (eV/A) = 0.3
- E_tot (a.u.) = -271.71691
- frontier orbital gap (eV) = 11.0
- relative energy (zero: lowest compared OMol25 entry of this formula, charge and spin) (kcal/mol) = 22.40
- structure (SMILES) = C[C@H]1CC[C@H]1O
- LUMO (Eh) = 0.038

---

Entry 2:
Formula: C5H10O
Source: OMol25
Level of theory: the ωB97M-V functional and the def2-TZVPD basis

```
! RIJCOSX wB97M-V def2-TZVPD def2/J DEFGRID3
* xyz 0 1
O -0.030 2.193 0.680
C -0.230 1.569 -0.491
C -0.075 0.196 -0.697
C 1.309 -0.513 -0.232
C 0.652 -1.708 0.411
C -0.576 -0.804 0.410
H 0.191 1.530 1.353
H -2.567 0.759 -0.269
H -0.542 2.261 -1.266
H -0.357 -0.094 -1.712
H 1.840 0.124 0.479
H 1.920 -0.670 -1.125
H 0.557 -2.573 -0.255
H 1.057 -2.024 1.374
H -0.719 -0.290 1.373
H -2.429 0.044 -0.033
*
```

Computed properties:
- maximum force (eV/A) = 1.7
- E_tot (a.u.) = -271.54363
- frontier orbital gap (spin up / spin down) (eV) = 8.3 / 7.0
- relative energy (zero: lowest compared OMol25 entry of this formula, charge and spin) (kcal/mol) = 131.14
- LUMO (spin up / spin down) (Eh) = 0.026 / 0.008

---

Entry 3:
Formula: C5H10O
Source: OMol25
Level of theory: the ωB97M-V functional and the def2-TZVPD basis

```
! RIJCOSX wB97M-V def2-TZVPD def2/J DEFGRID3
* xyz 0 1
C 1.225 1.210 0.464
C -0.210 0.831 0.879
C -0.568 -0.692 0.985
C -1.208 -1.120 -0.310
C -0.301 -1.221 -1.269
O -0.442 -0.722 -2.525
H 1.471 0.926 -0.568
H 1.981 0.764 1.121
H 1.362 2.299 0.520
H -0.408 1.291 1.852
H -0.892 1.311 0.161
H 0.354 -1.256 1.191
H -1.268 -0.858 1.797
H -2.211 -0.758 -0.540
H 0.681 -1.626 -1.020
H 0.433 -0.378 -2.737
*
```

Computed properties:
- maximum force (eV/A) = 0.9
- E_tot (a.u.) = -271.68702
- frontier orbital gap (eV) = 9.3
- relative energy (zero: lowest compared OMol25 entry of this formula, charge and spin) (kcal/mol) = 41.16
- structure (SMILES) = CCC/C=C/O
- LUMO (Eh) = 0.030

---

Entry 4:
Formula: C5H10O
Source: OMol25
Level of theory: the ωB97M-V functional and the def2-TZVPD basis

```
! RIJCOSX wB97M-V def2-TZVPD def2/J DEFGRID3
* xyz 0 1
C -2.252 -0.020 1.119
C -1.566 0.055 -0.251
C -0.011 -0.010 -0.023
O 0.297 -0.097 1.148
C 1.194 0.008 -1.016
C 2.537 -0.011 -0.250
H -3.329 0.029 0.952
H -2.023 -0.948 1.653
H -1.963 0.802 1.782
H -1.916 0.981 -0.736
H -1.974 -0.766 -0.863
H 1.176 0.886 -1.677
H 1.164 -0.863 -1.687
H 2.622 -0.889 0.398
H 3.390 -0.027 -0.941
H 2.654 0.867 0.392
*
```

Computed properties:
- maximum force (eV/A) = 0.6
- E_tot (a.u.) = -271.73471
- frontier orbital gap (eV) = 10.6
- relative energy (zero: lowest compared OMol25 entry of this formula, charge and spin) (kcal/mol) = 11.24
- structure (SMILES) = CCC(=O)CC
- LUMO (Eh) = 0.038

---

Entry 5:
Formula: C5H10O
Source: OMol25
Level of theory: the ωB97M-V functional and the def2-TZVPD basis

```
! RIJCOSX wB97M-V def2-TZVPD def2/J DEFGRID3
* xyz 0 1
C 2.629 -0.271 0.019
O 1.432 0.174 -0.546
C 0.400 0.064 0.381
C -0.850 0.646 -0.219
C -2.174 0.255 0.371
C -1.815 -0.211 -1.005
H 2.396 -0.874 1.101
H 3.229 -0.963 -0.578
H 3.328 0.540 0.274
H 0.223 -0.982 0.700
H 0.942 0.572 1.465
H -0.736 1.672 -0.555
H -2.929 1.025 0.479
H -2.176 -0.483 1.170
H -1.572 -1.261 -1.142
H -2.327 0.246 -1.850
*
```

Computed properties:
- maximum force (eV/A) = 3.7
- E_tot (a.u.) = -271.65439
- frontier orbital gap (eV) = 10.7
- relative energy (zero: lowest compared OMol25 entry of this formula, charge and spin) (kcal/mol) = 61.64
- structure (SMILES) = COCC1CC1
- LUMO (Eh) = 0.043

---

Entry 6:
Formula: C5H10O
Source: OMol25
Level of theory: the ωB97M-V functional and the def2-TZVPD basis

```
! RIJCOSX wB97M-V def2-TZVPD def2/J DEFGRID3
* xyz 0 1
C 1.744 0.537 -0.506
C 0.385 0.118 -0.056
O 0.859 -1.437 0.982
C -0.796 -0.295 -0.916
C -1.734 0.303 0.172
C -0.470 0.589 0.989
H 1.647 1.476 -1.065
H 2.206 -0.210 -1.157
H 2.397 0.711 0.353
H 0.455 -2.261 0.666
H -0.811 0.254 -1.865
H -0.895 -1.363 -1.131
H -2.465 -0.387 0.609
H -2.268 1.189 -0.188
H 0.021 -0.648 1.456
H -0.275 1.424 1.658
*
```

Computed properties:
- maximum force (eV/A) = 0.4
- E_tot (a.u.) = -271.61025
- frontier orbital gap (eV) = 9.1
- relative energy (zero: lowest compared OMol25 entry of this formula, charge and spin) (kcal/mol) = 89.34
- LUMO (Eh) = 0.035

---

Entry 7:
Formula: C5H10O
Source: OMol25
Level of theory: the ωB97M-V functional and the def2-TZVPD basis

```
! RIJCOSX wB97M-V def2-TZVPD def2/J DEFGRID3
* xyz 0 1
O -1.988 0.072 0.707
C -1.098 0.217 -0.394
C -0.240 -1.070 -0.657
C 0.987 -0.877 0.310
C 1.250 0.600 0.372
C -0.102 1.341 0.004
H -2.621 -0.628 0.505
H -1.693 0.485 -1.294
H -0.866 -1.955 -0.446
H 0.025 -1.102 -1.717
H 2.141 -1.051 0.473
H 0.702 -1.301 1.273
H 2.023 0.388 1.237
H 2.013 0.937 -0.329
H -0.556 1.913 0.810
H 0.022 2.030 -0.853
*
```

Computed properties:
- maximum force (eV/A) = 3.3
- E_tot (a.u.) = -271.66003
- frontier orbital gap (eV) = 10.6
- relative energy (zero: lowest compared OMol25 entry of this formula, charge and spin) (kcal/mol) = 58.10
- structure (SMILES) = OC1CCCC1
- LUMO (Eh) = 0.034

---

Entry 8:
Formula: C5H10O
Source: OMol25
Level of theory: the ωB97M-V functional and the def2-TZVPD basis

```
! RIJCOSX wB97M-V def2-TZVPD def2/J DEFGRID3
* xyz 0 1
C -1.315 -1.209 1.044
C -1.084 -0.252 -0.044
C -0.120 -0.418 -1.211
C 0.666 0.732 -0.528
C 1.969 0.499 0.061
O -0.310 0.848 0.533
H -1.769 -2.314 0.954
H -0.224 -1.390 1.424
H -1.707 -0.538 1.839
H -2.059 -0.038 -0.489
H -0.530 -0.063 -2.208
H 0.438 -1.412 -1.277
H 0.595 1.606 -1.083
H 2.626 0.436 -0.814
H 2.093 -0.486 0.641
H 2.319 1.296 0.816
*
```

Computed properties:
- maximum force (eV/A) = 4.4
- E_tot (a.u.) = -271.67235
- frontier orbital gap (eV) = 10.7
- relative energy (zero: lowest compared OMol25 entry of this formula, charge and spin) (kcal/mol) = 50.37
- structure (SMILES) = C[C@@H]1C[C@H](C)O1
- LUMO (Eh) = 0.041